1.
ORCA calculation (wB97M-V/def2-TZVPD) on an isolated molecule of C3H7FO2S.

```
! RIJCOSX wB97M-V def2-TZVPD def2/J DEFGRID3
* xyz 0 1
C -0.4610 -0.0383 -1.1385
C 0.7694 0.2121 0.9035
C -0.4983 -0.2778 0.3255
O 0.5320 -2.8748 0.1363
O -1.8304 -2.7389 0.6998
F -0.1621 -2.1299 2.3561
S -0.5507 -2.2110 0.7375
H 0.0675 -0.8371 -1.6033
H -1.4332 -0.1891 -1.7090
H -0.0935 0.8596 -1.4633
H 1.2279 1.1444 0.5629
H 1.4743 -0.6216 0.5690
H 0.4528 0.3483 1.9705
H -1.3572 0.1249 0.8231
*
```

The calculation puts the HOMO-LUMO gap at 12.38 eV. The structure (SMILES) is CC(C)S(=O)(=O)F. For the highest occupied orbital energy, the calculation gives -11.65 eV. The relative energy (zero: lowest compared OMol25 entry of this formula, charge and spin) comes out at 0.9935 eV.


2.
ORCA calculation (wB97M-V/def2-TZVPD) on a cluster of 2 separate species, C4H12 in total.

```
! RIJCOSX wB97M-V def2-TZVPD def2/J DEFGRID3
* xyz 0 1
C -0.3429 -1.0156 1.7395
C 0.2854 -0.6372 3.0858
H 0.4109 -1.1650 0.9678
H -0.9391 -1.9262 1.7733
H -0.9659 -0.2002 1.4239
H 1.0705 -1.3609 3.3431
H -0.4201 -0.7321 3.9085
H 0.7858 0.3205 2.9801
C 0.1203 0.8257 -1.6372
C -0.1325 0.8422 -3.1397
H 0.2874 -0.1787 -1.2528
H 1.0058 1.3870 -1.3358
H -0.7522 1.2911 -1.1747
H 0.6415 0.2853 -3.6608
H 0.0173 1.8292 -3.5805
H -1.0722 0.4349 -3.4406
*
```

The calculation puts the HOMO-LUMO gap at 12.85 eV. The structure (SMILES) is CC.CC. For the highest occupied orbital energy, the calculation gives -11.69 eV. The relative energy (zero: lowest compared OMol25 entry of this formula, charge and spin) comes out at 0.1922 eV.


3.
ORCA calculation (wB97M-V/def2-TZVPD) on a structure of composition C6H20MgN3S.

```
! RIJCOSX wB97M-V def2-TZVPD def2/J DEFGRID3
* xyz -1 1
C -1.9944 -1.4606 1.0661
Mg -2.2985 0.5511 -0.2136
N -2.9983 2.1079 -1.4086
H -3.8857 -0.2589 0.1427
H -3.0645 2.9824 -0.8916
H -3.0838 -1.4892 -0.4279
H -2.9198 -1.9802 1.4579
H -1.5092 -0.9623 2.0181
H -1.1855 -2.1712 0.7126
H -2.2542 2.0894 -2.1117
H -3.9184 1.8161 -1.8171
C 0.1714 2.2333 0.3511
N 1.0202 1.0578 0.5058
C 2.1557 1.1182 1.3970
C 0.8470 0.0202 -0.3854
S -0.2789 0.2038 -1.6577
N 1.5990 -1.1311 -0.4068
C 2.8350 -1.3838 0.3175
C 1.1436 -2.2460 -1.3113
H 0.5888 3.0763 0.9253
H -0.8384 1.9601 0.7864
H 0.1227 2.5191 -0.7229
H 2.0736 0.2639 2.1011
H 3.0718 1.1533 0.7666
H 2.0988 2.0364 1.9865
H 2.6472 -2.2429 0.9480
H 3.5739 -1.6546 -0.4177
H 3.2002 -0.5635 0.9174
H 0.1370 -2.5898 -1.0324
H 1.1474 -1.9181 -2.3544
H 1.7962 -3.1370 -1.2410
*
```

The calculation puts the HOMO-LUMO gap (spin up / spin down) at 2.43 / 4.03 eV. For the highest occupied orbital energy (spin up / spin down), the calculation gives 0.16 / -1.45 eV.


4.
ORCA calculation (wB97M-V/def2-TZVPD) on a structure of composition CH3BrO3P.

```
! RIJCOSX wB97M-V def2-TZVPD def2/J DEFGRID3
* xyz -1 1
C 0.0288 0.1355 0.0160
O 2.0009 1.9747 1.0495
O 1.9546 1.4335 -1.5599
O 2.5856 -0.5331 0.1289
P 1.7047 0.9193 -0.1814
Br 4.3921 -0.3582 0.1843
H -0.1549 -0.7449 0.7039
H -0.7493 0.9762 0.2100
H -0.0285 -0.2217 -1.0738
*
```

The calculation puts the HOMO-LUMO gap at 7.70 eV. For the highest occupied orbital energy, the calculation gives -4.52 eV. The relative energy (zero: lowest compared OMol25 entry of this formula, charge and spin) comes out at 0.7948 eV.


5.
ORCA calculation (wB97M-V/def2-TZVPD) on an isolated molecule of C3H4N2O.

```
! RIJCOSX wB97M-V def2-TZVPD def2/J DEFGRID3
* xyz 0 1
O -2.0148 0.2621 0.2846
C -0.6891 0.0555 0.1071
C 0.3710 0.8890 0.0578
C 1.4767 -0.0001 -0.1159
N 1.1155 -1.2465 -0.2708
N -0.2782 -1.2589 -0.1561
H -2.1698 0.1811 1.2361
H 0.3544 1.9630 0.1027
H 2.5258 0.2722 -0.1432
H -0.6916 -1.1173 -1.1023
*
```

The calculation puts the HOMO-LUMO gap at 10.27 eV. The structure (SMILES) is Oc1ccn[nH]1. For the highest occupied orbital energy, the calculation gives -9.67 eV. The relative energy (zero: lowest compared OMol25 entry of this formula, charge and spin) comes out at 2.4083 eV.


6.
ORCA calculation (wB97M-V/def2-TZVPD) on a structure of composition C27H14BrF5N3O2PdS.

```
! RIJCOSX wB97M-V def2-TZVPD def2/J DEFGRID3
* xyz 1 1
Pd -0.1096 -0.0108 -0.1237
Br 1.1239 -7.1216 0.9160
C 0.9687 -5.3425 0.3171
C 2.0142 -4.7834 -0.4368
C 1.9516 -3.4912 -0.8962
C 0.8385 -2.6919 -0.5996
O 0.7973 -1.4682 -1.0600
C -0.2259 -3.2668 0.1459
C -1.4291 -2.5442 0.3431
N -1.5797 -1.2827 0.0536
C -2.8262 -0.6034 0.1454
C -4.0620 -1.1728 0.0033
C -5.2191 -0.3874 0.1902
C -5.1371 0.9381 0.5100
C -3.8728 1.5602 0.6405
C -3.6780 2.9213 0.9737
C -2.4124 3.4274 1.0863
C -1.3107 2.5940 0.8366
N -1.4770 1.3395 0.4847
C -2.7260 0.7844 0.4179
C -0.1442 -4.6038 0.5950
H 2.8837 -5.3902 -0.6521
H 2.7541 -3.0653 -1.4811
H -2.3030 -3.0598 0.7345
H -4.1645 -2.2154 -0.2670
H -6.1867 -0.8551 0.0736
H -6.0332 1.5273 0.6527
H -4.5405 3.5515 1.1506
H -2.2370 4.4578 1.3578
H -0.2847 2.9347 0.9069
H -0.9699 -5.0242 1.1548
S 0.4123 -0.2297 2.1318
C 2.2036 -0.3170 2.0201
C 2.9732 0.0016 3.1286
C 4.3456 -0.1436 2.9911
C 4.8755 -0.5462 1.7719
C 4.0022 -0.7981 0.7266
N 2.6825 -0.6978 0.8620
H 2.5304 0.3428 4.0542
H 4.9957 0.0729 3.8282
H 5.9423 -0.6522 1.6364
H 4.3645 -1.0865 -0.2532
F 0.5258 4.5819 -4.8168
C 0.6868 3.8228 -3.7372
C 0.0357 2.6094 -3.6281
F -0.7637 2.1789 -4.6000
C 0.2164 1.8425 -2.4927
F -0.4388 0.6397 -2.4144
C 1.0347 2.2152 -1.4293
O 1.2310 1.4968 -0.3299
C 1.6660 3.4593 -1.5689
F 2.4442 3.8982 -0.5764
C 1.5047 4.2418 -2.6961
F 2.1269 5.4116 -2.7818
*
```

The calculation puts the HOMO-LUMO gap (spin up / spin down) at 5.44 / 5.44 eV. For the highest occupied orbital energy (spin up / spin down), the calculation gives -10.99 / -10.99 eV. The relative energy (zero: lowest compared OMol25 entry of this formula, charge and spin) comes out at 1.2980 eV.


Number 4 is which compound?
CH3BrO3P